Record 1
One molecule with the formula C5H11NO at a distorted geometry. Source: OMol25; level of theory: ωB97M-V/def2-TZVPD.

LUMO energy = 1.0 eV
Gap between HOMO and LUMO = 9.301 eV
Multiplicity = 1
Energy above the lowest of the compared OMol25 structures with the same formula, charge and spin = 90.0 kcal/mol

Each line ends with the natural charge from an NBO analysis.
Positions of all 18 atoms, in Å:
1 C 1.89 0.19 2.09  -0.673
2 C 1.40 0.10 0.71  -0.052
3 N 0.10 -0.11 0.61  0.133
4 O -0.62 -0.52 1.52  -0.525
5 C -0.52 0.09 -0.76  -0.053
6 C -1.84 0.70 -0.68  -0.651
7 C -0.42 -1.26 -1.35  -0.613
8 H 2.34 1.23 2.32  0.216
9 H 2.55 -0.61 2.42  0.223
10 H 1.18 0.15 2.84  0.249
11 H 2.04 0.34 -0.21  0.211
12 H 0.21 0.78 -1.34  0.193
13 H -2.38 0.21 0.15  0.249
14 H -1.82 1.72 -0.45  0.218
15 H -2.60 0.44 -1.46  0.228
16 H -1.25 -1.80 -1.09  0.212
17 H 0.39 -1.69 -0.87  0.221
18 H -0.49 -1.21 -2.42  0.215

Record 2
C24H25N8OPtSSe as an isolated structure at a distorted geometry. Source: OMol25; level of theory: ωB97M-V/def2-TZVPD.

LUMO energy = -10.4 eV
Gap between HOMO and LUMO = 6.467 eV
Multiplicity = 1
Energy above the lowest of the compared OMol25 structures with the same formula, charge and spin = 23.5 kcal/mol
Charge = +3

Each line ends with the natural charge from an NBO analysis.
Positions of all 61 atoms, in Å:
1 Pt 0.21 -0.03 -0.17  1.330
2 C -3.46 4.83 0.02  -0.623
3 C -1.97 4.96 0.29  -0.224
4 N -1.18 4.03 -0.55  -0.517
5 C -0.94 2.78 -0.23  0.326
6 S -0.24 1.78 -1.55  -0.001
7 N -1.24 2.30 0.96  -0.406
8 N -0.95 1.00 1.16  -0.244
9 C -1.34 0.40 2.24  0.305
10 C -2.15 1.08 3.29  -0.689
11 C -0.91 -1.00 2.37  0.142
12 C -1.08 -1.76 3.51  -0.185
13 C -0.65 -3.08 3.53  -0.085
14 C -0.05 -3.62 2.40  -0.213
15 C 0.12 -2.80 1.29  0.073
16 N -0.30 -1.54 1.28  -0.508
17 H -3.99 5.59 0.59  0.254
18 H -3.84 3.86 0.33  0.209
19 H -3.68 4.99 -1.03  0.226
20 H -1.72 4.73 1.33  0.224
21 H -1.60 5.96 0.07  0.236
22 H -0.90 4.35 -1.47  0.429
23 H -2.71 1.90 2.84  0.281
24 H -1.50 1.51 4.06  0.276
25 H -2.83 0.38 3.77  0.258
26 H -1.56 -1.32 4.38  0.265
27 H -0.78 -3.68 4.42  0.271
28 H 0.28 -4.64 2.37  0.273
29 H 0.58 -3.18 0.39  0.226
30 Se 1.37 -3.76 -6.70  1.155
31 N 2.42 -2.75 -5.71  -0.572
32 C 1.71 -2.35 -4.67  0.068
33 C 2.23 -1.49 -3.63  -0.048
34 C 3.51 -0.92 -3.61  -0.052
35 C 3.84 -0.05 -2.59  -0.211
36 C 2.92 0.23 -1.58  0.066
37 N 1.73 -0.37 -1.56  -0.452
38 C 1.37 -1.18 -2.58  0.217
39 C 0.01 -1.62 -2.55  0.148
40 N -0.74 -1.20 -1.50  -0.370
41 C -2.03 -1.54 -1.40  0.088
42 C -2.62 -2.35 -2.36  -0.214
43 C -1.88 -2.80 -3.44  -0.045
44 C -0.53 -2.43 -3.54  -0.056
45 C 0.35 -2.82 -4.63  0.156
46 N -0.02 -3.58 -5.63  -0.596
47 H 4.21 -1.14 -4.40  0.281
48 H 4.81 0.44 -2.56  0.275
49 H 3.14 0.93 -0.79  0.231
50 H -2.58 -1.16 -0.55  0.239
51 H -3.66 -2.61 -2.25  0.277
52 H -2.32 -3.43 -4.20  0.281
53 C 3.60 0.35 2.80  -0.660
54 C 2.85 -0.32 1.67  -0.054
55 O 1.62 0.46 1.38  -0.733
56 H 4.46 -0.26 3.06  0.276
57 H 2.97 0.44 3.69  0.239
58 H 3.97 1.33 2.51  0.232
59 H 2.50 -1.31 1.94  0.202
60 H 3.46 -0.38 0.77  0.191
61 H 1.80 1.40 1.56  0.531

Record 3
A 2-piece molecular cluster, C4H10N2O2P overall at a distorted geometry. Source: OMol25; level of theory: ωB97M-V/def2-TZVPD.

LUMO energy (alpha / beta) = -5.6 / -5.6 eV
Gap between HOMO and LUMO (alpha / beta) = 8.771 / 8.769 eV
Multiplicity = 1
Energy above the lowest of the compared OMol25 structures with the same formula, charge and spin = 85.5 kcal/mol
Charge = +1

Each line ends with the natural charge from an NBO analysis.
Positions of all 19 atoms, in Å:
1 C 2.24 -0.08 0.14  0.806
2 C 0.10 1.18 0.11  -0.251
3 C -0.81 1.93 -0.82  -0.639
4 C -1.46 -1.47 1.26  -1.055
5 N 1.52 1.08 -0.02  -0.655
6 N 1.28 -1.11 0.44  -0.992
7 O 3.33 -0.25 -0.15  -0.479
8 O -0.64 -1.42 -2.05  -0.891
9 P -0.24 -0.72 0.21  1.807
10 H -0.07 1.61 1.16  0.244
11 H -1.79 2.08 -0.27  0.250
12 H -0.83 1.47 -1.78  0.256
13 H -0.41 3.01 -0.87  0.254
14 H -1.34 -2.49 1.53  0.309
15 H -2.55 -1.51 1.00  0.337
16 H -1.46 -0.71 2.16  0.299
17 H 2.02 1.91 -0.31  0.445
18 H 1.54 -2.12 0.49  0.474
19 H -0.43 -2.41 -2.23  0.480

Record 4
One molecule with the formula C5H8NOP at a distorted geometry. Source: OMol25; level of theory: ωB97M-V/def2-TZVPD.

LUMO energy = 0.3 eV
Gap between HOMO and LUMO = 9.378 eV
Multiplicity = 1
Energy above the lowest of the compared OMol25 structures with the same formula, charge and spin = 11.9 kcal/mol

Each line ends with the natural charge from an NBO analysis.
Positions of all 16 atoms, in Å:
1 C 0.75 1.00 1.05  -0.936
2 P -0.15 1.15 -0.57  0.701
3 C -1.90 1.46 -0.15  -0.926
4 C -0.29 -0.67 -1.00  0.356
5 O -1.29 -1.21 -1.39  -0.522
6 C 1.11 -1.40 -0.93  -0.643
7 C 1.16 -2.01 0.36  0.266
8 N 1.21 -2.60 1.32  -0.310
9 H 1.83 0.74 0.85  0.242
10 H 0.27 0.17 1.67  0.241
11 H 0.58 1.95 1.55  0.242
12 H -2.13 0.85 0.65  0.228
13 H -2.39 1.25 -1.14  0.265
14 H -1.96 2.35 0.38  0.237
15 H 2.08 -0.72 -0.99  0.273
16 H 1.13 -2.31 -1.68  0.288

Record 5
A 2-piece molecular cluster, C2H4NPS overall at a distorted geometry. Source: OMol25; level of theory: ωB97M-V/def2-TZVPD.

LUMO energy = -0.6 eV
Gap between HOMO and LUMO = 6.686 eV
Multiplicity = 1
Energy above the lowest of the compared OMol25 structures with the same formula, charge and spin = 71.9 kcal/mol

Each line ends with the natural charge from an NBO analysis.
Positions of all 9 atoms, in Å:
1 C 1.25 1.01 0.22  -0.223
2 C -2.16 -0.73 0.15  -0.444
3 N 1.95 0.11 -0.38  -0.716
4 P 3.02 -0.90 -0.95  0.543
5 S -1.47 -0.59 -1.32  0.072
6 H 0.26 1.25 -0.12  0.201
7 H 1.66 1.48 1.10  0.188
8 H -1.79 -0.06 0.89  0.186
9 H -2.73 -1.57 0.42  0.191

Record 6
A 2-piece molecular cluster, C10H13O3 overall at a distorted geometry. Source: OMol25; level of theory: ωB97M-V/def2-TZVPD.

LUMO energy = 3.5 eV
Gap between HOMO and LUMO = 7.150 eV
Multiplicity = 1
Energy above the lowest of the compared OMol25 structures with the same formula, charge and spin = 32.4 kcal/mol
Charge = -1

Each line ends with the natural charge from an NBO analysis.
Positions of all 26 atoms, in Å:
1 C -0.35 -3.56 2.61  -0.631
2 C 1.24 -0.39 0.15  0.376
3 C 1.23 -0.32 1.58  -0.307
4 C 0.29 -1.27 -0.42  -0.345
5 C 0.76 -1.38 2.34  -0.220
6 C -0.34 -2.26 0.33  -0.206
7 C 0.04 -2.42 1.65  -0.117
8 O 1.96 0.41 -0.54  -0.814
9 H 1.83 1.25 -1.75  0.540
10 H 1.95 0.33 2.05  0.193
11 H 0.10 -1.11 -1.45  0.203
12 H 1.14 -1.51 3.36  0.191
13 H -1.18 -2.85 -0.10  0.193
14 H -0.85 -3.13 3.46  0.206
15 H 0.60 -4.03 2.69  0.214
16 H -1.10 -4.30 2.20  0.190
17 C -0.34 2.51 -1.33  -0.535
18 C -1.83 3.08 -1.58  -0.623
19 C 0.33 2.30 -2.68  0.796
20 O -0.25 2.62 -3.72  -0.658
21 O 1.57 1.89 -2.64  -0.738
22 H 0.30 3.12 -0.65  0.224
23 H -0.56 1.56 -0.85  0.241
24 H -2.55 2.21 -1.58  0.199
25 H -1.76 3.70 -2.48  0.237
26 H -2.23 3.56 -0.66  0.189

Record 7
One molecule with the formula C5H7NO. Source: OMol25; level of theory: ωB97M-V/def2-TZVPD.

LUMO energy = 1.0 eV
Gap between HOMO and LUMO = 8.807 eV
Multiplicity = 1
Energy above the lowest of the compared OMol25 structures with the same formula, charge and spin = 44.3 kcal/mol

Each line ends with the natural charge from an NBO analysis.
Positions of all 14 atoms, in Å:
1 C 2.20 -0.13 -0.14  -0.649
2 C 0.97 0.14 0.66  0.281
3 C -0.06 -0.73 0.52  -0.315
4 C -1.16 0.03 0.06  0.065
5 N -2.26 -0.56 -0.57  -0.794
6 C -0.80 1.34 0.21  0.005
7 O 0.51 1.43 0.60  -0.417
8 H 1.81 -0.30 -1.16  0.215
9 H 2.70 -1.06 0.13  0.225
10 H 2.83 0.74 -0.14  0.226
11 H 0.16 -1.77 0.40  0.215
12 H -2.46 -1.43 -0.10  0.372
13 H -3.06 0.05 -0.57  0.371
14 H -1.37 2.26 0.10  0.201

Record 8
C14H19CeN4O6P2Se as an isolated structure at a distorted geometry. Source: OMol25; level of theory: ωB97M-V/def2-TZVPD.

LUMO energy (alpha / beta) = -12.9 / -12.9 eV
Gap between HOMO and LUMO (alpha / beta) = 5.181 / 5.182 eV
Multiplicity = 1
Energy above the lowest of the compared OMol25 structures with the same formula, charge and spin = 35.4 kcal/mol
Charge = +3

Each line ends with the Mulliken charge.
Positions of all 47 atoms, in Å:
1 Ce 0.04 0.80 -0.46  1.291
2 N 0.84 -1.99 -2.92  -0.099
3 C -0.65 -1.76 -2.98  0.596
4 C -1.12 -2.67 -4.08  -1.408
5 P -1.05 0.00 -3.16  0.834
6 O -1.38 0.04 -4.76  -0.510
7 O 0.36 0.64 -2.93  -0.801
8 O -2.05 0.64 -2.22  -0.573
9 P -1.20 -2.17 -1.20  0.476
10 O -0.45 -3.65 -1.13  -0.614
11 O -2.57 -2.16 -0.61  -0.626
12 O -0.10 -1.33 -0.38  -0.060
13 H 1.24 -1.04 -2.79  0.340
14 H 1.23 -2.41 -3.80  0.416
15 H 1.11 -2.59 -2.11  0.311
16 H -0.77 -2.34 -5.05  0.486
17 H -2.21 -2.81 -4.05  0.401
18 H -0.64 -3.66 -3.93  0.466
19 H -2.02 0.72 -5.08  0.395
20 H -0.77 -4.28 -0.41  0.390
21 Se 3.11 1.75 -0.70  0.391
22 N 2.17 0.50 0.35  -0.249
23 C 3.01 -0.18 1.12  0.828
24 C 2.62 -1.31 1.90  -0.670
25 C 3.64 -1.93 2.54  -0.396
26 C 5.03 -1.64 2.43  -0.543
27 C 5.48 -0.69 1.52  -0.611
28 C 4.41 0.16 0.99  0.688
29 N 4.61 1.22 0.20  -0.629
30 H 1.61 -1.65 1.86  0.530
31 H 3.40 -2.71 3.26  0.423
32 H 5.69 -2.29 2.99  0.426
33 H 6.53 -0.44 1.32  0.454
34 C -4.06 4.05 3.58  -1.294
35 C -3.13 3.19 2.73  0.986
36 C -1.72 3.39 2.80  -0.846
37 C -0.90 2.61 2.06  0.093
38 N -1.40 1.76 1.14  -0.163
39 C -2.70 1.45 1.11  0.165
40 C -3.60 2.13 1.93  -0.820
41 H -3.66 5.09 3.64  0.383
42 H -4.07 3.63 4.61  0.319
43 H -5.05 4.19 3.14  0.396
44 H -1.26 4.28 3.25  0.354
45 H 0.23 2.80 2.10  0.292
46 H -3.12 0.79 0.34  0.420
47 H -4.71 1.89 1.80  0.363